Density functional theory data (ωB97M-V with the def2-TZVPD basis set) for a structure of composition C47H78N2OP2Pb.

Positions of all 131 atoms, in Å:
Pb -0.123 -0.363 -0.217
C 1.612 2.705 -3.414
C 1.412 3.483 -2.107
C 0.979 4.933 -2.359
P 0.435 2.505 -0.875
C 0.638 3.380 0.751
C 2.127 3.420 1.097
C -0.029 4.751 0.902
C -1.330 2.569 -1.302
C -1.816 3.055 -2.511
C -3.168 3.005 -2.840
C -3.672 3.540 -4.150
C -4.055 2.438 -1.916
C -3.610 1.921 -0.724
C -2.238 1.954 -0.393
N -1.704 1.288 0.695
C -2.410 1.110 1.863
C -3.446 1.996 2.236
C -4.228 1.760 3.344
C -4.020 0.635 4.144
C -4.879 0.356 5.345
C -2.925 -0.181 3.845
C -2.090 0.048 2.762
P -0.525 -0.864 2.556
C 0.584 -0.249 3.928
C 1.398 0.946 3.420
C -0.097 0.124 5.246
C -0.703 -2.678 2.870
C -1.219 -3.138 4.232
C -1.485 -3.348 1.737
H 2.453 3.132 -3.964
H 1.829 1.652 -3.225
H 0.737 2.766 -4.065
H 2.382 3.526 -1.609
H 0.004 5.015 -2.836
H 0.956 5.528 -1.451
H 1.710 5.388 -3.032
H 0.138 2.698 1.436
H 2.635 4.213 0.545
H 2.260 3.629 2.160
H 2.630 2.476 0.873
H 0.594 5.548 0.499
H -1.008 4.794 0.419
H -0.171 4.968 1.964
H -1.136 3.497 -3.226
H -2.853 3.834 -4.806
H -4.278 2.793 -4.665
H -4.308 4.414 -3.990
H -5.111 2.383 -2.160
H -4.304 1.415 -0.068
H -3.610 2.885 1.639
H -5.010 2.465 3.604
H -5.847 0.847 5.265
H -5.038 -0.714 5.481
H -4.393 0.729 6.252
H -2.707 -1.003 4.516
H 1.255 -1.094 4.100
H 0.739 1.804 3.251
H 2.134 1.244 4.170
H 1.931 0.721 2.493
H -0.807 0.942 5.110
H -0.616 -0.707 5.722
H 0.670 0.473 5.942
H 0.345 -2.985 2.792
H -2.291 -2.962 4.338
H -1.064 -4.217 4.311
H -0.694 -2.676 5.065
H -2.533 -3.033 1.747
H -1.069 -3.116 0.751
H -1.455 -4.434 1.863
C 1.917 -2.405 -1.332
C 3.007 -2.090 -0.569
C 3.732 -1.004 -1.305
C 3.055 -0.826 -2.524
C 1.961 -1.676 -2.600
C 1.085 -1.912 -3.811
C -0.050 -0.873 -3.865
C 0.487 -3.322 -3.783
C 1.930 -1.766 -5.087
C 4.965 -0.161 -0.990
C 4.795 1.237 -1.620
C 5.251 0.076 0.495
C 6.190 -0.830 -1.656
C 3.375 -2.904 0.671
C 2.469 -4.142 0.769
C 4.813 -3.438 0.575
C 3.169 -2.111 1.969
H 1.236 -3.222 -1.134
H 3.371 -0.156 -3.312
H -0.699 -0.922 -2.984
H -0.674 -1.048 -4.745
H 0.356 0.139 -3.933
H -0.071 -3.518 -2.864
H 1.276 -4.074 -3.865
H -0.193 -3.456 -4.628
H 2.250 -0.732 -5.242
H 1.341 -2.067 -5.958
H 2.818 -2.398 -5.040
H 3.830 1.666 -1.337
H 4.862 1.214 -2.708
H 5.585 1.898 -1.260
H 4.383 0.513 0.998
H 6.074 0.787 0.583
H 5.551 -0.820 1.034
H 6.032 -0.925 -2.732
H 6.381 -1.824 -1.252
H 7.078 -0.213 -1.491
H 2.549 -4.766 -0.122
H 1.416 -3.874 0.912
H 2.777 -4.744 1.627
H 4.921 -4.074 -0.307
H 5.041 -4.041 1.458
H 5.560 -2.649 0.514
H 2.132 -1.768 2.024
H 3.818 -1.243 2.047
H 3.366 -2.755 2.833
C -4.961 -1.508 0.754
N -4.501 -2.345 -0.349
C -5.435 -3.382 -0.790
C -3.362 -2.076 -1.003
C -3.080 -2.874 -2.247
O -2.571 -1.186 -0.626
H -5.859 -0.962 0.457
H -4.184 -0.805 1.027
H -5.205 -2.128 1.617
H -6.015 -3.709 0.068
H -4.911 -4.245 -1.188
H -6.127 -3.006 -1.547
H -3.938 -2.862 -2.921
H -2.863 -3.918 -2.006
H -2.224 -2.444 -2.754

Properties
charge	+2
E_LUMO (alpha / beta)	-7.1966 / -5.8478	eV
electronic energy	-78845.9545	eV
relative energy (zero: lowest compared OMol25 entry of this formula, charge and spin)	0.0	kcal per mole
HOMO level (alpha / beta)	-12.343 / -12.437	eV
molar mass	956.30	Da

Here are the Löwdin charges for atoms 1 to 99, given in e: number 1, Pb, carries 1.328; number 2, C, carries -0.108; number 3, C, carries -0.521; number 4, C, carries -0.072; number 5, P, carries 1.022; number 6, C, carries -0.545; number 7, C, carries -0.116; number 8, C, carries -0.083; number 9, C, carries -0.296; number 10, C, carries -0.027; number 11, C, carries -0.231; number 12, C, carries -0.024; number 13, C, carries -0.004; number 14, C, carries -0.009; number 15, C, carries -0.326; number 16, N, carries -0.042; number 17, C, carries -0.292; number 18, C, carries 0.003; number 19, C, carries 0.001; number 20, C, carries -0.233; number 21, C, carries -0.021; number 22, C, carries -0.048; number 23, C, carries -0.277; number 24, P, carries 0.998; number 25, C, carries -0.509; number 26, C, carries -0.119; number 27, C, carries -0.091; number 28, C, carries -0.533; number 29, C, carries -0.085; number 30, C, carries -0.110; number 31, H, carries 0.094; number 32, H, carries 0.037; number 33, H, carries 0.074; number 34, H, carries 0.084; number 35, H, carries 0.068; number 36, H, carries 0.058; number 37, H, carries 0.096; number 38, H, carries 0.050; number 39, H, carries 0.085; number 40, H, carries 0.089; number 41, H, carries 0.050; number 42, H, carries 0.067; number 43, H, carries 0.077; number 44, H, carries 0.089; number 45, H, carries 0.086; number 46, H, carries 0.084; number 47, H, carries 0.093; number 48, H, carries 0.098; number 49, H, carries 0.130; number 50, H, carries 0.109; number 51, H, carries 0.125; number 52, H, carries 0.131; number 53, H, carries 0.088; number 54, H, carries 0.089; number 55, H, carries 0.100; number 56, H, carries 0.098; number 57, H, carries 0.105; number 58, H, carries 0.071; number 59, H, carries 0.098; number 60, H, carries 0.050; number 61, H, carries 0.082; number 62, H, carries 0.065; number 63, H, carries 0.095; number 64, H, carries 0.085; number 65, H, carries 0.074; number 66, H, carries 0.095; number 67, H, carries 0.068; number 68, H, carries 0.075; number 69, H, carries 0.040; number 70, H, carries 0.097; number 71, C, carries -0.123; number 72, C, carries -0.107; number 73, C, carries -0.041; number 74, C, carries -0.026; number 75, C, carries -0.179; number 76, C, carries -0.543; number 77, C, carries -0.045; number 78, C, carries -0.042; number 79, C, carries -0.034; number 80, C, carries -0.519; number 81, C, carries -0.049; number 82, C, carries -0.044; number 83, C, carries -0.017; number 84, C, carries -0.520; number 85, C, carries -0.056; number 86, C, carries -0.023; number 87, C, carries -0.037; number 88, H, carries 0.091; number 89, H, carries 0.110; number 90, H, carries 0.021; number 91, H, carries 0.101; number 92, H, carries 0.067; number 93, H, carries 0.065; number 94, H, carries 0.102; number 95, H, carries 0.095; number 96, H, carries 0.084; number 97, H, carries 0.095; number 98, H, carries 0.100; number 99, H, carries 0.065